{
  "formula": "C42H108N12O7P5S2",
  "method": "the ωB97M-V functional and the def2-TZVPD basis",
  "relative_energy_kcal_mol": 0.0,
  "multiplicity": 1,
  "total_charge": 1,
  "e_homo_ev": -9.055,
  "species": ["C", "C", "P", "S", "C", "C", "C", "C", "C", "C", "C", "C", "C", "C", "C", "C", "C", "C", "C", "C", "S", "O", "O", "O", "H", "H", "H", "H", "H", "H", "H", "H", "H", "H", "H", "H", "H", "H", "H", "H", "H", "H", "H", "H", "H", "H", "H", "H", "H", "H", "H", "H", "H", "H", "H", "H", "H", "H", "H", "H", "O", "P", "N", "C", "C", "N", "C", "C", "N", "C", "C", "H", "H", "H", "H", "H", "H", "H", "H", "H", "H", "H", "H", "H", "H", "H", "H", "H", "H", "O", "P", "N", "C", "C", "N", "C", "C", "N", "C", "C", "H", "H", "H", "H", "H", "H", "H", "H", "H", "H", "H", "H", "H", "H", "H", "H", "H", "H", "O", "P", "N", "C", "C", "N", "C", "C", "N", "C", "C", "H", "H", "H", "H", "H", "H", "H", "H", "H", "H", "H", "H", "H", "H", "H", "H", "H", "H", "O", "P", "N", "C", "C", "N", "C", "C", "N", "C", "C", "H", "H", "H", "H", "H", "H", "H", "H", "H", "H", "H", "H", "H", "H", "H", "H", "H", "H"],
  "coordinates": [[-3.3405, 3.0875, -1.5859], [-3.5864, 4.2340, -1.2922], [-3.9456, 5.8304, -0.4709], [-5.5399, 5.6134, 0.9362], [-2.5003, 6.4995, 0.5207], [-1.1831, 5.6394, 0.3949], [-1.2810, 4.1934, 1.0643], [-0.1341, 3.9279, 2.1330], [1.2177, 3.4099, 1.4979], [1.4581, 1.8555, 1.6050], [1.1490, 1.2202, 3.0178], [1.8378, -0.1877, 3.2726], [0.7664, -1.3513, 3.3719], [0.2361, -1.4896, 4.8901], [-1.0136, -0.5345, 5.0411], [-1.8434, -0.7326, 6.3732], [-4.4152, 7.0243, -1.8677], [-5.9056, 6.7259, -2.3665], [-5.9467, 6.2243, -3.8888], [-5.3546, 4.7698, -4.0673], [-5.5039, 4.1619, -5.8174], [-5.7592, 2.7234, -5.8589], [-6.5551, 4.8692, -6.5420], [-4.0153, 4.3833, -6.5333], [-2.9485, 2.1333, -2.0104], [-6.5783, 4.9937, 0.2759], [-2.8291, 6.6782, 1.5903], [-2.2892, 7.5296, 0.0922], [-0.8470, 5.5638, -0.6841], [-0.3678, 6.2254, 0.9180], [-1.1021, 3.4480, 0.2315], [-2.3196, 4.0077, 1.4825], [0.0946, 4.9421, 2.5952], [-0.5450, 3.3023, 2.9676], [1.1635, 3.6473, 0.3856], [2.0852, 4.0276, 1.8778], [0.9328, 1.2622, 0.7954], [2.5663, 1.6881, 1.4145], [0.0289, 1.0366, 3.0444], [1.3419, 1.9759, 3.8424], [2.6265, -0.3789, 2.4958], [2.3652, -0.1214, 4.2713], [1.1739, -2.3545, 3.0706], [-0.1426, -1.1611, 2.7337], [1.0516, -1.1902, 5.6049], [-0.0543, -2.5573, 5.0942], [-0.6933, 0.5541, 5.0254], [-1.6910, -0.6912, 4.1568], [-1.2839, -0.3339, 7.2629], [-2.7738, -0.0891, 6.2750], [-2.1906, -1.7930, 6.4893], [-4.2648, 8.0846, -1.5262], [-3.7386, 6.7520, -2.7362], [-6.5050, 7.6747, -2.3289], [-6.4319, 5.9419, -1.7593], [-7.0461, 6.1480, -4.1462], [-5.4929, 6.9889, -4.5721], [-5.8157, 3.9976, -3.3988], [-4.2409, 4.8522, -3.8841], [-3.3653, 4.5085, -5.8122], [1.4966, -3.1779, 8.3451], [2.3637, -2.8267, 9.5602], [3.1226, -1.4963, 8.7756], [3.9314, -1.6815, 7.5822], [2.2118, -0.3733, 8.5777], [3.2897, -4.2614, 9.5402], [4.7125, -4.3586, 9.2961], [2.6290, -5.4713, 9.0577], [3.2709, -2.4247, 11.0470], [2.3872, -2.5019, 12.2213], [4.1820, -1.2989, 11.2133], [4.3384, -0.7237, 7.2441], [3.3689, -2.1289, 6.7549], [4.8075, -2.2942, 7.7861], [1.6673, -0.1567, 9.5044], [1.4745, -0.5779, 7.7931], [2.7627, 0.5352, 8.3176], [4.9372, -4.4081, 8.2253], [5.1189, -5.2633, 9.7597], [5.2741, -3.5316, 9.7329], [2.6195, -5.5105, 7.9609], [1.5989, -5.5178, 9.4105], [3.1289, -6.3689, 9.4303], [1.6908, -1.6588, 12.2504], [2.9596, -2.5211, 13.1519], [1.7993, -3.4254, 12.1907], [3.6680, -0.3327, 11.1772], [4.9777, -1.3066, 10.4695], [4.6876, -1.3706, 12.1824], [1.5502, -0.9632, -1.0157], [1.9472, -1.2481, -2.4693], [1.2721, -2.8334, -2.4816], [1.7643, -3.8842, -1.6056], [-0.1889, -2.8154, -2.4351], [3.6351, -1.2186, -2.2069], [4.5464, -2.3303, -2.3715], [4.1277, -0.3377, -1.1521], [2.3553, -1.4506, -4.1974], [2.0131, -0.2315, -4.9484], [2.0452, -2.6143, -5.0184], [1.2145, -4.8138, -1.7790], [1.6782, -3.6257, -0.5446], [2.8009, -4.1335, -1.8264], [-0.5835, -2.0950, -3.1643], [-0.5602, -2.5340, -1.4463], [-0.6041, -3.7904, -2.7006], [4.5952, -2.9509, -1.4704], [5.5589, -1.9674, -2.5764], [4.2889, -2.9660, -3.2197], [4.0232, -0.8021, -0.1625], [3.5802, 0.6054, -1.1470], [5.1807, -0.0881, -1.3061], [0.9294, -0.1352, -5.0667], [2.4808, -0.2189, -5.9353], [2.3751, 0.6545, -4.4164], [0.9697, -2.7393, -5.1816], [2.4493, -3.5317, -4.5924], [2.5213, -2.5134, -6.0000], [2.2974, 2.7148, -7.1513], [1.4067, 3.2850, -8.2665], [2.2820, 2.4703, -9.5131], [3.6897, 2.7375, -9.7628], [2.0643, 1.0263, -9.4935], [1.8766, 4.9144, -8.0592], [2.6048, 5.7241, -9.0128], [2.2107, 5.3411, -6.7037], [0.3074, 3.8972, -9.5393], [-1.0930, 3.7879, -9.1008], [0.3828, 3.5793, -10.9608], [4.0501, 2.1333, -10.6002], [4.3206, 2.5308, -8.8918], [3.8496, 3.7664, -10.0792], [0.9938, 0.8053, -9.4046], [2.5792, 0.5469, -8.6535], [2.4044, 0.5649, -10.4246], [3.6867, 5.5846, -8.9195], [2.3949, 6.7865, -8.8513], [2.3148, 5.5250, -10.0451], [3.2353, 5.0541, -6.4357], [1.5298, 4.8954, -5.9777], [2.1175, 6.4252, -6.5970], [-1.4326, 2.7484, -9.1114], [-1.7573, 4.3842, -9.7310], [-1.1984, 4.1680, -8.0786], [0.1580, 2.5286, -11.1692], [1.3570, 3.8247, -11.3809], [-0.3372, 4.1901, -11.5164], [-1.9160, -4.3804, -0.3858], [-2.5369, -4.8492, 0.9338], [-2.1089, -6.5059, 0.7110], [-2.6296, -7.2897, -0.3972], [-0.6694, -6.7286, 0.8225], [-4.1529, -4.4906, 0.5081], [-5.2306, -5.4446, 0.3585], [-4.3659, -3.3690, -0.4012], [-3.1977, -5.2763, 2.5384], [-2.7863, -4.2802, 3.5416], [-3.1723, -6.6008, 3.1478], [-2.2520, -8.3151, -0.3500], [-2.3654, -6.8693, -1.3738], [-3.7115, -7.3936, -0.3377], [-0.2753, -6.2231, 1.7122], [-0.1282, -6.3468, -0.0504], [-0.4442, -7.7921, 0.9392], [-5.2489, -5.8809, -0.6458], [-6.1975, -4.9580, 0.5235], [-5.1842, -6.2528, 1.0896], [-4.1994, -3.6638, -1.4455], [-3.6905, -2.5456, -0.1662], [-5.3826, -2.9764, -0.3120], [-1.7272, -4.3848, 3.7943], [-3.3789, -4.3653, 4.4560], [-2.9433, -3.2675, 3.1540], [-2.1582, -6.9303, 3.3956], [-3.6444, -7.3494, 2.5131], [-3.7557, -6.5938, 4.0749]],
  "forces_ev_per_a": [[0.9, -0.5, -0.9], [-0.4, 1.2, 1.4], [-0.3, -0.4, -1.0], [0.5, -0.1, -0.3], [0.5, 0.5, -0.2], [0.3, -0.3, 0.4], [0.5, -0.4, -0.6], [-0.3, 1.3, 0.2], [-0.6, -0.1, -0.8], [1.1, -0.3, 0.3], [-1.0, 0.2, -0.4], [-0.3, 0.3, 0.3], [0.2, -0.4, 1.1], [-0.4, 0.6, -1.1], [0.0, 0.0, 0.9], [-0.4, 0.7, -0.8], [-0.5, -1.1, -0.2], [0.2, 0.0, -1.1], [-1.2, -0.4, 0.6], [1.2, 1.3, -0.3], [-2.6, -2.4, -2.2], [1.3, 1.7, 1.2], [2.3, 0.5, 1.3], [-1.2, 0.6, 1.6], [-0.8, 1.1, 0.8], [1.0, 0.3, -0.1], [0.3, -0.5, -1.2], [-0.5, -1.1, 0.3], [-0.6, 0.1, 1.1], [-1.0, -0.5, -0.5], [-0.5, 0.6, 1.0], [1.2, 0.3, -0.4], [-0.3, -1.2, -0.3], [0.6, 0.3, -0.9], [0.2, -0.1, 1.2], [-0.9, -1.0, -0.1], [0.4, 0.8, 0.9], [-1.2, 0.2, 0.1], [1.2, 0.3, 0.1], [0.1, -0.9, -0.9], [-0.8, 0.1, 0.6], [-0.4, -0.2, -1.1], [-0.1, 1.1, 0.1], [1.1, -0.1, 0.3], [-0.8, -0.4, -0.6], [0.2, 1.0, -0.1], [-0.2, -1.3, -0.1], [0.6, 0.1, 0.8], [-0.5, -0.8, -0.8], [0.9, -0.7, 0.2], [0.5, 0.9, 0.1], [-0.1, -1.1, -0.3], [-0.4, 0.6, 1.2], [0.6, -1.0, 0.2], [0.5, 0.9, -0.4], [1.2, 0.3, 0.1], [-0.2, -0.9, 0.6], [0.4, 0.7, -0.8], [-1.1, -0.5, 0.0], [-0.2, -0.2, -0.6], [-2.7, 0.2, 2.5], [5.5, -1.0, -4.4], [0.8, 1.4, -0.1], [0.0, -0.4, -0.1], [0.0, -0.1, 0.4], [-0.6, -1.2, 0.1], [0.4, 0.2, 0.8], [-0.3, 0.2, -0.4], [-2.2, 0.7, 1.4], [0.1, -0.5, 0.3], [0.0, 0.6, -0.3], [-0.2, 0.1, 0.1], [0.0, 0.0, -0.1], [-0.1, -0.2, 0.0], [-0.1, -0.1, 0.0], [-0.1, 0.0, 0.0], [0.1, -0.1, 0.0], [0.0, 0.0, -0.1], [-0.1, 0.0, 0.0], [-0.2, 0.1, -0.1], [-0.1, -0.1, 0.0], [0.1, 0.1, -0.2], [0.2, 0.2, 0.1], [0.0, 0.0, 0.2], [0.0, 0.1, -0.1], [0.0, 0.0, -0.1], [0.2, 0.1, 0.0], [-0.3, 0.0, -0.1], [-0.4, -0.3, 0.1], [-1.5, 3.1, -1.4], [3.4, -5.9, 2.4], [-0.4, -1.1, -0.6], [0.4, 0.1, 0.2], [0.0, 0.4, -0.3], [0.6, 1.2, 0.6], [0.2, 0.0, -0.9], [-0.4, -0.1, 0.3], [-1.7, 2.0, -0.9], [0.5, 0.3, -0.1], [-0.5, -0.5, 0.1], [-0.2, 0.2, 0.0], [0.0, -0.1, 0.1], [0.1, 0.2, 0.1], [0.1, 0.1, 0.0], [-0.1, -0.1, 0.0], [0.1, 0.0, 0.1], [0.0, 0.0, 0.1], [0.0, 0.1, 0.1], [-0.2, 0.1, 0.1], [0.0, 0.1, 0.1], [0.0, -0.1, 0.1], [0.0, -0.2, -0.2], [0.0, 0.1, -0.2], [0.0, -0.1, 0.1], [0.0, 0.0, 0.1], [0.0, -0.2, -0.1], [-0.2, 0.2, 0.2], [0.0, 0.5, 0.1], [-3.4, -0.9, 1.5], [6.4, 2.3, -3.0], [0.3, -0.6, -1.2], [0.2, 0.3, 0.2], [-0.4, 0.1, 0.0], [-0.3, 0.6, 1.3], [-0.6, 0.3, -0.6], [0.2, -0.4, 0.2], [-2.3, -1.3, 1.0], [-0.2, 0.5, 0.1], [0.2, -0.5, -0.3], [-0.2, -0.2, 0.1], [0.1, 0.0, 0.0], [-0.1, 0.1, 0.2], [0.0, 0.0, 0.1], [0.0, 0.0, 0.0], [0.0, 0.1, 0.0], [0.0, 0.0, 0.1], [0.0, 0.0, 0.1], [0.0, -0.2, 0.1], [0.0, 0.0, 0.1], [0.2, -0.1, 0.0], [0.0, 0.0, -0.3], [-0.2, 0.0, -0.1], [0.1, -0.1, 0.0], [0.1, 0.0, 0.0], [0.0, 0.0, -0.2], [0.0, -0.2, 0.3], [-0.2, 0.0, 0.4], [1.6, 2.3, 2.3], [-3.9, -4.6, -3.9], [0.3, -1.3, 0.3], [-0.3, 0.2, -0.2], [-0.1, 0.3, 0.3], [-0.4, 1.3, -0.4], [-0.3, -0.2, 0.8], [0.4, -0.1, -0.3], [1.9, 1.5, 1.4], [-0.5, 0.3, 0.1], [0.4, -0.5, -0.1], [0.2, 0.1, 0.1], [0.0, 0.0, -0.1], [0.0, 0.2, 0.0], [0.0, 0.1, 0.0], [0.1, 0.0, 0.0], [-0.2, 0.0, 0.0], [0.0, 0.0, -0.1], [0.1, 0.1, 0.0], [0.2, 0.0, 0.0], [0.0, 0.1, -0.1], [0.0, -0.1, -0.1], [-0.1, -0.2, 0.1], [0.0, 0.0, 0.2], [0.0, -0.1, -0.1], [0.0, 0.0, -0.1], [-0.1, -0.2, 0.1], [0.2, 0.2, -0.2], [0.1, 0.5, 0.0]]
}